1.
26
Properties=species:S:1:pos:R:3 method="wB97M-V/def2-TZVPD" homo_ev=-9.3 energy_ha=-1745.34813 total_charge=0 lumo_ha=-0.0327 orbital_gap_ev=8.38 molar_mass_g_mol=261.397 smiles="Cc1nc(C(C)C)sc1[S@@](=O)(=S)NC#N"
S 1.30 1.37 -2.84
S -0.90 0.33 -0.75
S 3.12 2.01 -3.17
O 0.23 2.17 -3.34
N 0.98 -0.18 -3.69
N 1.29 -2.38 -2.55
N 0.65 0.15 1.31
C 1.41 0.65 0.23
C -2.50 -1.68 1.00
C 1.13 -1.40 -3.12
C -2.21 0.32 2.69
C 2.79 0.98 0.61
C 0.71 0.61 -0.92
C -1.51 -0.86 1.82
C -0.56 -0.17 0.96
H -3.18 0.00 3.10
H 3.04 0.46 1.54
H -3.43 -1.80 1.39
H -0.85 -1.33 2.53
H 0.10 0.04 -4.12
H -1.51 0.36 3.46
H -2.18 1.25 2.26
H 3.10 2.09 0.82
H 3.65 0.51 -0.08
H -2.66 -0.94 0.12
H -2.03 -2.56 0.71



2.
17
Properties=species:S:1:pos:R:3 method="wB97M-V/def2-TZVPD" relative_energy_kcal_mol=110.2 homo_ev=-8.4 energy_ha=-669.76090 total_charge=0 lumo_ha=0.0268 orbital_gap_ev=9.14 molar_mass_g_mol=118.201
S -1.74 0.52 2.03
O -0.23 0.97 -1.25
C 0.05 -0.30 -0.67
C 0.56 1.37 -2.36
C 0.18 -0.54 0.63
C 0.06 -1.99 0.86
C -0.04 0.45 1.60
H -0.59 -2.12 1.92
H 0.40 2.40 -2.23
H 1.66 1.23 -1.99
H -2.18 1.64 1.14
H 0.31 0.12 2.67
H -0.53 -2.49 -0.17
H 0.10 1.03 -3.33
H 1.26 -2.59 1.06
H 0.17 -1.16 -1.22
H 0.56 1.47 1.31



3.
67
Properties=species:S:1:pos:R:3 method="wB97M-V/def2-TZVPD" relative_energy_kcal_mol=0.0 homo_ev="-6.8 / -7.5" multiplicity=5 energy_ha=-4622.10933 total_charge=0 lumo_ha="0.0109 / 0.0106" orbital_gap_ev="7.05 / 7.77" molar_mass_g_mol=648.742
Cr -0.35 -0.96 0.14
S -1.75 -2.76 1.53
S 1.56 -1.99 -1.02
S 1.25 -0.41 -3.60
S -1.03 -1.76 -2.20
P -3.08 0.91 -0.45
P -0.10 2.22 1.93
O -1.70 0.54 0.08
O -4.05 -0.20 -0.74
N -3.62 1.47 2.15
N -2.82 1.06 -3.10
N -3.64 -2.90 -0.40
N -2.42 -4.71 -0.20
C -3.46 -5.10 -1.14
C 0.05 5.73 4.84
C -2.89 1.94 -1.94
C 1.79 1.10 3.54
C 1.07 5.58 3.91
C 0.94 0.88 2.45
C 0.29 2.85 0.29
C 2.56 0.06 4.02
C 2.46 -1.19 3.40
C 1.04 4.53 3.01
C -2.64 -3.46 0.28
C -0.30 4.04 -0.13
C -1.05 3.77 3.97
C 0.81 -0.35 1.78
C -0.02 3.62 3.05
C 1.61 -1.37 2.32
C 1.16 2.16 -0.55
C -1.01 4.83 4.87
C 1.43 2.66 -1.82
C -3.78 2.04 0.80
C 0.71 -1.33 -2.35
C 0.84 3.84 -2.24
C -0.03 4.53 -1.40
C -4.04 -3.74 -1.52
H -1.56 -0.65 -2.79
H 1.05 4.22 -3.23
H -4.21 -5.74 -0.65
H -1.81 4.95 5.59
H 3.05 -2.02 3.77
H -5.12 -3.76 -1.64
H -0.97 4.58 0.52
H -3.04 -5.64 -1.99
H -1.85 -5.35 0.32
H -3.60 -3.37 -2.45
H -4.83 2.21 0.52
H -3.70 2.68 -1.97
H -3.79 -1.88 -0.40
H 3.22 0.21 4.86
H 2.09 2.11 -2.47
H 1.83 4.41 2.29
H -3.26 3.00 0.73
H 1.56 -2.36 1.88
H 1.62 1.23 -0.23
H 0.07 6.56 5.54
H -3.71 0.59 -3.23
H -0.49 5.45 -1.73
H -1.87 3.07 3.98
H -4.42 1.70 2.72
H -1.95 2.49 -1.85
H -3.56 0.46 2.11
H -2.60 1.57 -3.94
H 1.84 2.07 4.03
H 1.89 6.28 3.89
H -1.44 1.84 2.01



4.
40
Properties=species:S:1:pos:R:3 method="wB97M-V/def2-TZVPD" relative_energy_kcal_mol=0.3 homo_ev=-11.4 energy_ha=-1221.03638 total_charge=+1 lumo_ha=-0.1089 orbital_gap_ev=8.44 molar_mass_g_mol=290.412 smiles=Cc1ccc(C)c(CSc2nnc([C@@H]3CCC[NH2+]3)o2)c1
S 2.14 -3.01 -0.34
O -0.10 -1.58 -0.81
N -0.36 -3.25 0.61
N -1.53 -2.63 0.47
N -3.64 -1.23 0.10
C -2.26 0.72 -0.28
C -2.49 -0.74 -0.72
C 2.50 -0.23 -0.50
C -3.99 -0.17 1.08
C 4.02 -0.92 1.40
C 3.08 0.04 0.74
C 0.50 -2.62 -0.15
C 1.39 1.92 -0.49
C 2.78 1.25 1.35
C 1.95 2.18 0.76
C 2.76 -1.51 -1.23
C -3.59 1.11 0.36
C 1.66 0.71 -1.09
C 0.54 2.96 -1.16
C -1.36 -1.65 -0.37
H 2.31 -1.51 -2.22
H -1.45 0.78 0.44
H 0.04 2.55 -2.04
H -2.01 1.36 -1.13
H -0.20 3.36 -0.48
H 4.82 -1.21 0.71
H 3.83 -1.71 -1.32
H 1.74 3.11 1.26
H 4.48 -0.46 2.27
H -4.45 -1.47 -0.48
H 3.51 -1.83 1.71
H -4.33 1.38 -0.39
H 1.24 0.49 -2.07
H -2.72 -0.80 -1.79
H 3.22 1.47 2.31
H -3.39 -0.31 1.98
H -3.48 1.95 1.05
H 1.17 3.79 -1.49
H -3.27 -2.10 0.57
H -5.05 -0.21 1.35



5.
9
Properties=species:S:1:pos:R:3 method="wB97M-V/def2-TZVPD" relative_energy_kcal_mol=37.5 homo_ev=-8.6 energy_ha=-416.42502 total_charge=0 lumo_ha=-0.0013 orbital_gap_ev=8.51 molar_mass_g_mol=102.045 smiles="O=C=CO.O=C=O"
O -0.84 -1.22 0.14
O 2.51 -0.54 0.03
O -3.28 0.44 -0.20
O -1.22 1.34 0.34
C 1.28 -0.17 -0.42
C 0.16 -0.61 0.10
C -2.24 0.86 0.12
H 2.41 -0.73 1.02
H 1.22 0.64 -1.12



6.
25
Properties=species:S:1:pos:R:3 method="wB97M-V/def2-TZVPD" relative_energy_kcal_mol=109.5 homo_ev=-8.0 energy_ha=-1107.33508 total_charge=0 lumo_ha=0.0090 orbital_gap_ev=8.22 molar_mass_g_mol=187.248
S -1.55 0.17 -1.11
P 1.02 1.69 1.56
N -0.34 1.56 -1.49
C -0.34 -0.96 -0.39
C -0.30 -0.90 1.28
C 0.60 2.91 2.66
C 0.87 -0.04 -2.51
C -0.95 -2.47 -0.68
C 0.65 1.40 -2.25
C 1.07 -0.72 -1.15
C -0.42 0.48 1.83
H -1.14 -1.47 1.68
H -0.72 2.50 -1.14
H -0.25 -3.04 -1.26
H -1.09 -2.95 0.28
H 1.86 -0.10 -0.44
H -0.14 -0.46 -2.86
H 0.59 -1.48 1.46
H 1.65 -0.33 -3.29
H -0.65 0.62 2.87
H 1.48 -1.75 -1.21
H -1.82 -2.38 -1.27
H -1.30 1.07 1.23
H -0.04 2.88 3.49
H 1.26 3.76 2.70



7.
16
Properties=species:S:1:pos:R:3 method="wB97M-V/def2-TZVPD" relative_energy_kcal_mol=0.0 homo_ev=-5.5 energy_ha=-778.57190 total_charge=-1 lumo_ha=0.1434 orbital_gap_ev=9.38 molar_mass_g_mol=148.078 smiles="C[P@](=O)([O-])[C@H](C#N)CO"
P -1.20 0.16 0.13
O -0.99 1.12 1.30
O -2.19 0.54 -0.95
O 1.57 1.63 0.68
N 2.06 -1.84 0.25
C 1.23 1.30 -0.60
C 0.45 0.02 -0.70
C 1.28 -1.07 -0.16
C -1.50 -1.50 0.75
H 2.04 1.31 -1.28
H 0.47 -0.07 -1.82
H -0.50 -1.77 1.13
H -2.44 -1.60 1.31
H 0.48 2.06 -1.03
H -1.46 -2.08 -0.14
H 0.70 1.78 1.14



8.
74
Properties=species:S:1:pos:R:3 method="wB97M-V/def2-TZVPD" homo_ev=-17.8 energy_ha=-2431.46466 total_charge=+3 lumo_ha=-0.3680 orbital_gap_ev=7.76 molar_mass_g_mol=724.694
Pt -1.31 1.71 -0.13
S -0.77 3.95 2.42
P 0.66 -2.21 0.13
O 1.48 -3.02 -0.74
O -1.57 -3.18 -4.89
O -1.45 3.03 1.35
O 0.20 -0.66 -1.13
O 1.24 -1.30 1.21
O -0.83 -2.43 0.34
O 3.91 0.84 -4.14
N -1.80 0.39 -1.56
N 0.50 1.62 -0.91
C -2.41 -1.45 -3.56
C 3.09 -2.82 1.94
C -1.80 6.43 2.13
C -1.71 -3.29 2.45
C -0.99 -0.63 -1.88
C -1.21 -1.56 -2.85
C 2.59 -1.40 1.99
C 2.98 1.49 -2.15
C 1.21 2.74 -1.13
C 1.02 0.46 -1.32
C -1.53 -3.68 1.00
C -0.60 5.60 1.68
C -3.28 -0.40 -3.25
C -2.20 4.42 3.44
C 3.50 -0.42 1.29
C 2.19 -0.96 3.38
C 4.29 1.37 -2.89
C -2.95 0.50 -2.26
C 2.23 0.33 -1.93
C -2.73 -2.44 -4.64
C 2.44 2.70 -1.74
C -2.14 5.94 3.53
C -2.83 -3.77 0.24
C -0.64 -4.87 0.80
H -3.09 6.33 3.90
H -0.75 -3.15 2.95
H 3.98 -2.88 2.58
H -2.30 -2.38 2.55
H -3.56 -3.06 -4.28
H -1.73 -3.83 -5.58
H 2.97 3.63 -1.92
H 0.32 -4.76 1.33
H 4.77 2.35 -2.96
H -3.42 -4.58 0.66
H -1.55 7.49 2.10
H 3.38 -3.13 0.94
H -2.65 -4.00 -0.82
H -3.08 -1.90 -5.53
H -3.59 1.33 -2.02
H -3.06 4.08 2.87
H 1.77 0.04 3.38
H 4.67 0.81 -4.73
H -2.24 -4.09 2.96
H -0.50 5.46 0.60
H -4.21 -0.27 -3.78
H -2.65 6.27 1.45
H 3.09 -0.95 4.01
H -3.41 -2.85 0.32
H 0.34 5.98 2.07
H -0.44 -5.07 -0.25
H -0.50 -2.34 -3.06
H 2.57 -0.65 -2.26
H -1.14 -5.74 1.23
H -2.13 3.89 4.39
H 3.75 -0.76 0.29
H 4.44 -0.35 1.85
H 3.06 0.58 1.26
H 0.74 3.67 -0.83
H -1.37 6.25 4.24
H 1.48 -1.65 3.82
H 2.36 -3.52 2.35
H 4.95 0.69 -2.34



9.
11
Properties=species:S:1:pos:R:3 method="wB97M-V/def2-TZVPD" relative_energy_kcal_mol=119.3 homo_ev="-8.8 / -8.8" energy_ha=-248.08491 total_charge=0 lumo_ha="-0.0429 / -0.0429" orbital_gap_ev="7.65 / 7.65" molar_mass_g_mol=79.102
N -1.36 -1.55 0.06
C -0.42 -0.56 0.02
C -2.35 -0.68 -0.04
C -0.86 0.75 0.08
C -2.48 0.63 -0.01
C 1.04 -0.75 -0.08
H 1.41 -0.38 0.76
H 1.22 -1.86 -0.12
H 1.54 -0.27 -0.88
H -0.40 1.62 -0.19
H -3.20 1.34 -0.36



10.
68
Properties=species:S:1:pos:R:3 method="wB97M-V/def2-TZVPD" homo_ev=-10.5 energy_ha=-2726.38992 total_charge=+1 lumo_ha=-0.1358 orbital_gap_ev=6.83 molar_mass_g_mol=604.811
I -3.24 1.78 3.23
Cl 1.77 2.38 -2.07
P -1.52 3.25 2.14
P -0.07 0.33 -0.75
O -1.26 -0.65 -0.28
O -2.43 4.15 0.96
O -0.49 -4.58 -2.82
O 3.37 3.20 0.65
O 2.22 4.54 2.37
O -5.09 -3.09 0.95
N -6.48 -1.92 -0.48
N -0.36 2.02 -0.21
N -2.18 -4.93 -1.28
C -7.78 -1.81 -1.10
C 5.19 -0.56 -1.09
C 2.08 3.52 1.28
C -1.61 -4.02 -0.31
C -1.53 -5.12 -2.48
C 1.26 2.24 1.89
C 4.45 0.95 0.94
C 4.83 -0.10 2.17
C 1.14 4.20 0.09
C 5.72 2.04 -1.26
C -5.48 -0.92 -0.78
C 0.47 3.06 -0.92
C 4.28 2.47 1.55
C -6.17 -2.94 0.39
C 5.61 0.79 -0.21
C -0.26 2.04 1.30
C -3.42 -5.60 -0.96
H -0.04 0.19 -2.21
H 2.73 4.15 3.15
H 5.56 -1.55 -0.53
H -7.66 -1.84 -2.19
H 5.96 0.00 2.44
H -5.17 -0.43 0.15
H -8.44 -2.62 -0.79
H 6.58 2.78 -0.90
H 4.71 2.58 -1.50
H -3.27 -6.20 -0.06
H 3.94 2.41 2.66
H -1.53 -3.02 -0.76
H -7.00 -3.64 0.54
H -0.60 0.95 1.66
H -0.61 -4.37 -0.05
H -5.87 -0.17 -1.48
H 4.01 -0.63 -1.22
H -3.74 -6.25 -1.78
H 5.35 2.99 1.43
H 4.64 -1.17 1.74
H -1.38 2.22 -0.45
H -4.20 -4.85 -0.77
H -8.23 -0.85 -0.82
H 4.10 0.13 3.07
H 3.41 0.68 0.42
H -1.82 4.46 0.22
H 1.87 4.88 -0.54
H 6.11 1.59 -2.29
H 1.14 2.44 3.06
H -2.05 -5.83 -3.15
H -4.60 -1.41 -1.21
H 0.29 4.91 0.53
H -0.28 3.68 -1.62
H 6.68 0.57 0.21
H 1.12 -0.16 -0.10
H 5.67 -0.56 -2.17
H -2.23 -3.97 0.59
H 1.81 1.20 1.80



11.
35
Properties=species:S:1:pos:R:3 method="wB97M-V/def2-TZVPD" homo_ev=-8.4 energy_ha=-1860.97564 total_charge=0 lumo_ha=-0.0010 orbital_gap_ev=8.39 molar_mass_g_mol=371.422 smiles="N#Cc1cccc(NC(=O)c2cc(Sc3nncs3)c(F)cc2N)c1"
S 4.81 -0.78 0.12
S 3.43 -0.81 -2.59
F 1.89 -1.18 -5.15
O -2.35 1.42 -1.03
N -0.84 0.37 0.32
N 2.45 -1.69 -0.18
N -2.34 0.32 -3.62
N 0.77 -0.83 5.74
N 2.67 -1.73 1.19
C 0.93 0.21 -1.94
C 3.89 -1.31 1.52
C 3.45 -1.21 -0.87
C -0.20 -0.39 -4.41
C -0.47 0.00 2.60
C 1.14 -0.66 -4.15
C -0.46 0.40 -2.12
C -2.49 1.24 2.00
C 1.71 -0.38 -2.91
C -1.00 0.11 -3.39
C 0.07 -0.41 4.92
C -2.80 1.42 3.35
C -0.83 0.13 3.95
C -1.27 0.81 -0.94
C -1.31 0.56 1.63
C -1.96 0.85 4.34
H 0.07 -0.09 0.28
H -2.60 0.44 -4.56
H -2.78 0.94 -2.94
H 4.26 -1.36 2.54
H -2.21 0.96 5.38
H -0.61 -0.72 -5.36
H 0.45 -0.56 2.33
H -3.20 1.60 1.25
H 1.40 0.40 -0.98
H -3.69 1.94 3.66



12.
20
Properties=species:S:1:pos:R:3 method="wB97M-V/def2-TZVPD" homo_ev=-5.2 energy_ha=-528.11607 total_charge=0 lumo_ha=-0.0246 orbital_gap_ev=4.51 molar_mass_g_mol=221.751
Sr 1.47 -0.74 -0.38
O -0.47 -1.63 -0.94
O -0.04 -1.36 2.14
O 1.83 -1.41 -2.38
O 0.53 1.12 0.66
C -0.46 -1.94 -2.27
C 0.71 -1.90 -2.95
C -1.14 -0.39 1.67
C -0.60 1.03 1.55
C 0.76 2.42 0.13
H -0.22 1.35 2.52
H -1.78 -0.56 0.79
H -1.88 -0.40 2.49
H 1.54 2.34 -0.63
H -0.15 2.82 -0.32
H -1.38 -2.31 -2.72
H 0.76 -0.87 2.46
H 0.80 -2.36 -3.94
H 1.10 3.08 0.94
H -1.38 1.71 1.20



13.
11
Properties=species:S:1:pos:R:3 method="wB97M-V/def2-TZVPD" relative_energy_kcal_mol=16.7 homo_ev=-9.1 energy_ha=-587.47745 total_charge=0 lumo_ha=0.0351 orbital_gap_ev=10.01 molar_mass_g_mol=90.151 smiles="[H]/N=C/NSC"
S -1.08 -0.65 -0.20
N 2.68 0.24 0.16
N 0.46 -0.34 0.44
C 1.51 0.23 -0.33
C -2.03 0.93 0.14
H 1.11 0.58 -1.28
H -2.42 0.94 1.17
H 3.37 0.61 -0.45
H -1.41 1.80 -0.07
H 0.69 -0.85 1.27
H -2.86 0.92 -0.57



14.
18
Properties=species:S:1:pos:R:3 method="wB97M-V/def2-TZVPD" relative_energy_kcal_mol=78.5 homo_ev=-9.3 energy_ha=-235.69306 total_charge=0 lumo_ha=0.0399 orbital_gap_ev=10.42 molar_mass_g_mol=84.162 smiles=CC1CCCC1
C -1.13 -1.04 1.18
C 0.12 -0.81 0.33
C 0.43 1.60 0.01
C 0.00 -0.56 -1.14
C 0.03 1.01 -1.38
C 0.92 0.42 0.90
H 1.99 0.29 0.79
H -0.44 2.10 0.46
H -1.64 -0.12 1.48
H 0.78 1.30 -2.14
H -0.81 -1.55 2.09
H 0.23 -1.99 -0.01
H -0.92 1.42 -1.72
H 0.81 -1.00 -1.73
H 0.71 0.64 1.96
H -0.60 -1.67 -1.18
H -1.83 -1.69 0.65
H 1.21 2.38 -0.07